Density functional theory data (ωB97M-V with the def2-TZVPD basis set) for a structure of composition C21H29N5S at a distorted geometry.

```
56
Properties=species:S:1:pos:R:3:nbo_charge:R:1
C -7.103 -2.894 -0.574 -0.59
H -6.388 -3.615 -0.116 0.21
H -7.706 -2.353 0.002 0.22
H -7.644 -3.468 -1.453 0.20
C -6.281 -1.982 -1.458 -0.16
N -5.816 -0.969 -0.272 -0.45
C -5.382 0.222 -0.765 -0.20
H -6.128 0.806 -1.637 0.18
C -4.918 1.357 0.069 -0.20
N -3.772 0.711 0.957 -0.40
C -2.542 1.087 0.678 0.32
N -1.784 0.023 0.965 -0.51
C -0.335 -0.150 0.742 0.17
C 0.497 -0.926 1.338 -0.24
C 1.815 -0.996 0.970 -0.15
C 2.340 0.075 0.550 0.04
C 1.658 0.995 0.055 -0.15
C 0.197 1.092 0.282 -0.08
C -0.536 2.299 -0.278 0.08
C -2.008 2.100 0.133 -0.25
H -2.695 2.841 -0.370 0.18
C -0.221 3.514 -0.730 -0.59
H -0.914 4.227 -1.060 0.24
H 0.551 3.973 -0.065 0.24
H 0.400 3.325 -2.056 0.16
H 2.168 2.022 -0.504 0.20
N 3.806 0.017 0.227 -0.51
C 4.726 -0.634 -0.060 0.41
N 5.899 -0.456 -0.041 -0.39
C 6.532 0.887 0.074 -0.23
C 8.000 0.899 -0.355 -0.41
H 8.555 1.500 0.100 0.21
C 8.326 -0.607 0.136 -0.41
C 7.020 -1.521 -0.346 -0.18
H 6.798 -2.349 0.277 0.26
H 7.143 -1.496 -1.338 0.19
H 9.223 -1.033 -0.523 0.23
H 8.405 -0.686 1.465 0.22
H 8.142 0.949 -1.359 0.20
H 5.898 1.753 -0.595 0.19
H 6.419 1.205 1.190 0.21
S 4.134 -2.314 0.010 -0.53
H 4.015 1.101 0.072 0.34
H 2.401 -1.924 1.476 0.29
H -0.091 -1.782 1.740 0.22
C -4.099 -0.553 1.544 -0.21
H -3.349 -1.017 2.175 0.26
C -4.564 -1.619 0.511 -0.17
H -5.040 -2.289 0.840 0.18
H -3.951 -1.663 -0.101 0.16
H -5.076 -0.217 2.164 0.18
H -4.531 2.317 -0.335 0.22
H -5.531 1.583 0.723 0.17
H -4.367 0.089 -1.509 0.10
H -6.827 -1.289 -1.860 0.19
H -5.466 -2.168 -1.707 0.16
```

## Properties
HOMO level (eV): -6.886
Kohn-Sham gap (eV): 6.545
Energy relative to the best compared isomer or geometry (same formula, charge and spin) (eV): 23.459
E (a.u.): -1488.75955
LUMO level (hartree): -0.013

Density functional theory data (ωB97M-V with the def2-TZVPD basis set) for a structure of composition C21H30BeN2Si at a distorted geometry.

```
55
Properties=species:S:1:pos:R:3:nbo_charge:R:1
C 0.529 2.146 1.913 -0.31
C -0.559 2.082 1.006 -0.29
C -1.762 1.916 1.767 -0.51
H -0.518 2.235 -0.064 0.27
C -1.367 1.744 3.169 -0.62
C 0.050 1.987 3.231 -0.30
H 0.622 2.011 4.147 0.23
H 1.556 2.261 1.621 0.22
H -2.792 2.097 1.431 0.26
H -2.053 1.721 4.013 0.25
Be -0.893 0.312 2.219 1.68
C -1.772 -2.824 -0.802 -1.20
H -2.506 -2.458 0.127 0.14
H -0.985 -3.649 -0.563 0.17
H -2.106 -3.500 -1.818 0.21
Si 0.038 -0.312 -1.973 1.12
C 1.913 -0.513 -2.715 -0.38
C 2.958 0.564 -2.750 -0.21
H 2.674 1.663 -2.685 0.24
C 4.369 0.171 -2.583 -0.23
H 5.079 0.970 -2.323 0.21
C 4.847 -1.168 -2.687 -0.23
H 5.943 -1.412 -2.431 0.22
C 3.853 -2.179 -2.778 -0.21
H 4.279 -3.241 -2.799 0.22
C 2.409 -1.865 -2.730 -0.24
H 1.770 -2.757 -2.536 0.23
C -1.422 0.842 -2.281 -0.43
C -1.160 1.826 -3.251 -0.21
H -0.174 1.772 -3.776 0.22
C -2.118 2.845 -3.454 -0.22
H -1.988 3.567 -4.262 0.21
C -3.211 2.980 -2.594 -0.23
H -3.828 3.885 -2.578 0.21
C -3.445 2.000 -1.602 -0.23
H -4.343 2.070 -0.984 0.21
C -2.508 0.965 -1.384 -0.22
H -2.544 0.226 -0.526 0.22
H -0.327 -0.067 -0.226 -0.27
H 0.927 1.004 -1.755 -0.29
N 0.943 -0.230 1.796 -0.97
C 1.228 -1.753 2.102 -0.24
C 0.411 -2.010 3.383 -0.44
C -1.115 -1.950 3.233 -0.24
N -1.651 -1.043 2.234 -1.05
H 1.314 -0.032 0.826 0.44
H 1.743 0.204 2.319 0.39
H 0.955 -2.330 1.183 0.24
H 2.349 -1.950 2.243 0.21
H 0.779 -2.986 3.766 0.24
H 0.773 -1.247 4.122 0.21
H -1.558 -2.944 3.129 0.22
H -1.443 -1.552 4.178 0.21
H -2.572 -0.712 2.482 0.42
H -1.591 -1.380 1.270 0.47
```

## Properties
HOMO level (alpha / beta) (eV): -5.546 / -5.562
Kohn-Sham gap (alpha / beta) (eV): 5.482 / 5.498
E (a.u.): -1231.59784
LUMO level (alpha / beta) (hartree): -0.002 / -0.002

Density functional theory data (ωB97M-V with the def2-TZVPD basis set) for the ion C21H30BrCl4IN2OP with charge +1 at a distorted geometry.

```
61
Properties=species:S:1:pos:R:3:nbo_charge:R:1
C 0.291 -3.126 3.403 -0.17
C 0.529 -2.063 2.882 -0.08
C 1.195 -0.870 2.218 -0.50
C 1.325 -1.053 0.653 -0.45
P 1.693 -2.853 0.123 0.99
O 0.350 -3.830 0.317 -0.98
I 3.371 -3.851 1.667 -0.11
C 0.174 -0.267 -0.086 -0.14
C -1.261 -0.866 -0.184 -0.44
C -2.271 0.356 -0.200 -0.39
C -3.516 0.126 -1.125 -0.42
C -4.759 -0.073 -0.203 -0.01
C -5.122 0.913 0.751 -0.24
C -6.224 0.705 1.613 -0.19
C -6.923 -0.522 1.484 -0.22
C -6.578 -1.483 0.521 -0.19
C -5.470 -1.290 -0.360 -0.23
C 0.723 0.429 -1.392 -0.26
N 2.100 0.809 -0.938 -0.48
C 2.408 2.253 -0.653 -0.23
C 1.330 3.038 0.140 -0.24
C 1.755 4.559 0.028 -0.60
C 1.336 2.724 1.696 -0.63
C 2.584 -0.254 -0.002 0.39
N 3.699 0.041 0.836 -0.87
Br 3.399 -1.544 -1.408 0.00
H 0.219 -4.057 3.957 0.26
H 2.169 -0.662 2.704 0.26
H 0.545 -0.005 2.475 0.25
H -0.400 -3.365 0.727 0.50
H 0.006 0.621 0.572 0.21
H -1.402 -1.493 -1.095 0.22
H -1.458 -1.507 0.702 0.22
H -2.515 0.560 0.858 0.23
H -1.733 1.263 -0.570 0.18
H -3.672 1.002 -1.795 0.22
H -3.392 -0.744 -1.805 0.21
H -4.500 1.822 0.770 0.21
H -6.454 1.480 2.354 0.23
H -7.766 -0.700 2.165 0.22
H -7.131 -2.429 0.423 0.22
H -5.177 -2.033 -1.112 0.22
H 0.083 1.231 -1.794 0.26
H 0.731 -0.416 -2.115 0.25
H 2.656 0.630 -1.789 0.47
H 3.379 2.422 -0.156 0.25
H 2.483 2.748 -1.649 0.23
H 0.310 2.989 -0.294 0.21
H 1.699 4.939 -1.010 0.22
H 2.834 4.583 0.319 0.20
H 1.231 5.195 0.761 0.24
H 0.389 2.217 1.983 0.21
H 1.326 3.687 2.241 0.23
H 2.236 2.139 1.963 0.22
H 4.515 0.175 0.242 0.39
H 3.858 -0.749 1.464 0.42
C 5.762 -2.711 -4.659 -0.22
Cl 6.919 -3.971 -4.218 0.08
Cl 4.301 -2.873 -3.656 0.05
Cl 6.486 -1.118 -4.382 0.05
Cl 5.325 -2.875 -6.362 0.08
```

## Properties
HOMO level (eV): -10.702
Kohn-Sham gap (eV): 7.554
Net charge: +1
Energy relative to the best compared isomer or geometry (same formula, charge and spin) (eV): 2.077
E (a.u.): -6056.38822
LUMO level (hartree): -0.116

Density functional theory data (ωB97M-V with the def2-TZVPD basis set) for a structure of composition C21H30CeN2Si at a distorted geometry.

```
55
Properties=species:S:1:pos:R:3:mulliken_spin:R:1
C 0.733 1.752 1.488 0.00
C 1.147 2.136 0.169 0.00
C -0.035 2.328 -0.628 0.00
H 2.179 2.286 -0.161 0.00
C -1.179 2.043 0.196 0.00
C -0.705 1.695 1.504 0.01
H -1.331 1.474 2.376 0.00
H 1.392 1.595 2.350 0.00
H -0.062 2.649 -1.672 0.00
H -2.227 2.120 -0.105 0.00
Ce 0.056 -0.134 -0.154 1.01
C -0.448 -0.664 -2.481 -0.01
H -1.406 -0.140 -2.673 0.00
H -0.498 -1.759 -2.555 0.00
H 0.394 -0.199 -3.032 0.00
Si -0.529 -1.984 -6.026 0.00
C 1.229 -1.781 -6.554 0.00
C 1.881 -0.562 -6.308 0.00
H 1.338 0.263 -5.839 0.00
C 3.226 -0.403 -6.657 0.00
H 3.724 0.547 -6.456 0.00
C 3.926 -1.454 -7.259 0.00
H 4.976 -1.327 -7.527 0.00
C 3.277 -2.669 -7.517 0.00
H 3.823 -3.488 -7.990 0.00
C 1.934 -2.834 -7.167 0.00
H 1.423 -3.779 -7.368 0.00
C -1.528 -0.505 -6.508 0.00
C -1.330 0.163 -7.729 0.00
H -0.581 -0.199 -8.439 0.00
C -2.087 1.299 -8.038 0.00
H -1.922 1.818 -8.984 0.00
C -3.051 1.767 -7.137 0.00
H -3.640 2.652 -7.378 0.00
C -3.264 1.093 -5.929 0.00
H -4.012 1.455 -5.222 0.00
C -2.522 -0.051 -5.624 0.00
H -2.695 -0.589 -4.689 0.00
H -0.600 -2.287 -4.586 0.00
H -1.113 -3.132 -6.750 0.00
N -1.279 -1.910 1.106 0.00
C -1.312 -1.806 2.601 0.00
C 0.049 -1.449 3.195 0.00
C 1.257 -2.150 2.585 0.00
N 1.702 -1.525 1.281 0.00
H -0.884 -2.827 0.849 0.00
H -2.236 -1.937 0.737 0.00
H -2.052 -1.035 2.855 0.00
H -1.677 -2.764 3.007 0.00
H 0.193 -0.355 3.192 0.00
H 0.014 -1.735 4.254 0.00
H 2.101 -2.098 3.286 0.00
H 1.052 -3.209 2.384 0.00
H 2.474 -0.868 1.476 0.00
H 2.142 -2.246 0.696 0.00
```

## Properties
<S²>: 0.7515
Spin multiplicity: 2
HOMO level (alpha / beta) (eV): -10.423 / -10.394
Kohn-Sham gap (alpha / beta) (eV): 7.160 / 7.160
Net charge: +1
E (a.u.): -1692.06765
LUMO level (alpha / beta) (hartree): -0.120 / -0.119